(1)
ORCA calculation (ωB97M-V/def2-TZVPD) on C44H29AsF11N3O9P2Tl as an isolated structure.

As for the LUMO energy (alpha / beta): -1.0 / -1.0 eV. The calculation puts the HOMO energy (alpha / beta) at -6.64 / -8.09 eV. The spin multiplicity is 2. The frontier orbital gap (alpha / beta) comes out at 5.651 / 7.100 eV.

Element x y z (Å)
Tl (-0.567, 0.310, 1.576)
O (-0.376, 2.375, 5.740)
C (0.053, 1.879, 4.575)
O (-0.144, 0.730, 4.255)
C (0.784, 2.883, 3.735)
C (1.159, 4.098, 4.274)
C (1.873, 4.975, 3.452)
C (2.161, 4.611, 2.167)
C (1.717, 3.349, 1.685)
N (1.044, 2.492, 2.487)
C (2.006, 2.981, 0.351)
O (2.876, 3.786, -0.296)
O (1.522, 1.821, -0.156)
H (-0.860, 1.663, 6.185)
H (0.893, 4.353, 5.287)
H (2.187, 5.940, 3.828)
H (2.703, 5.270, 1.507)
N (1.351, -1.206, -1.900)
P (0.999, -2.527, -1.015)
C (2.083, -3.855, -1.466)
C (1.785, -5.108, -0.926)
C (2.627, -6.179, -1.174)
C (3.753, -6.002, -1.968)
C (4.045, -4.759, -2.512)
C (3.217, -3.678, -2.255)
C (-0.692, -3.012, -1.068)
C (-1.542, -2.937, 0.033)
C (-2.891, -3.223, -0.126)
C (-3.366, -3.618, -1.366)
C (-2.511, -3.724, -2.462)
C (-1.175, -3.409, -2.323)
P (0.219, 0.203, -1.793)
C (-0.175, 0.258, -3.567)
C (0.727, 0.594, -4.577)
C (0.326, 0.564, -5.903)
C (-0.978, 0.210, -6.227)
C (-1.884, -0.108, -5.226)
C (-1.487, -0.075, -3.898)
C (1.432, 1.623, -1.613)
C (2.849, 1.399, -2.104)
C (3.614, 2.473, -2.166)
C (2.979, 3.774, -1.740)
C (1.593, 3.930, -2.310)
C (0.812, 2.869, -2.230)
H (1.730, -1.397, -2.821)
H (0.890, -5.244, -0.328)
H (2.397, -7.150, -0.759)
H (4.408, -6.840, -2.165)
H (4.922, -4.628, -3.130)
H (3.472, -2.705, -2.655)
H (-1.189, -2.620, 1.005)
H (-3.561, -3.092, 0.717)
H (-4.420, -3.830, -1.487)
H (-2.893, -4.029, -3.427)
H (-0.515, -3.450, -3.183)
H (1.743, 0.889, -4.337)
H (1.025, 0.835, -6.683)
H (-1.292, 0.205, -7.263)
H (-2.909, -0.349, -5.476)
H (-2.206, -0.263, -3.110)
H (3.213, 0.400, -2.300)
H (4.660, 2.445, -2.441)
H (3.620, 4.625, -1.949)
H (1.250, 4.891, -2.665)
H (-0.232, 2.873, -2.517)
F (5.549, -3.464, 3.662)
C (4.517, -3.155, 2.886)
C (3.273, -3.707, 3.138)
F (3.113, -4.547, 4.154)
C (2.198, -3.384, 2.328)
F (1.009, -3.928, 2.557)
C (2.361, -2.509, 1.266)
O (1.265, -2.160, 0.521)
C (3.608, -1.957, 1.024)
F (3.770, -1.110, 0.005)
C (4.689, -2.281, 1.824)
F (5.883, -1.749, 1.582)
O (-4.595, -1.866, 2.516)
C (-3.836, -0.893, 2.526)
O (-2.631, -0.875, 2.123)
C (-4.372, 0.426, 3.066)
C (-5.599, 0.466, 3.718)
C (-6.092, 1.657, 4.236)
C (-5.367, 2.832, 4.104)
C (-4.149, 2.772, 3.451)
C (-3.649, 1.599, 2.928)
N (-3.343, 3.997, 3.322)
O (-3.859, 5.052, 3.628)
O (-2.179, 3.874, 2.986)
H (-6.155, -0.458, 3.806)
H (-7.050, 1.675, 4.739)
H (-5.723, 3.776, 4.490)
H (-2.721, 1.621, 2.380)
F (-1.578, 2.030, -0.428)
As (-3.008, 2.694, -1.251)
F (-3.617, 1.077, -1.361)
F (-2.153, 2.445, -2.765)
F (-4.366, 3.321, -2.094)
F (-2.277, 4.262, -1.145)
F (-3.766, 2.910, 0.282)

(2)
ORCA calculation (ωB97M-V/def2-TZVPD) on C44H29AuBrClF4P2 as an isolated structure.

For the energy above the lowest of the compared OMol25 structures with the same formula, charge and spin, the calculation gives 0.000 eV. Its charge is +2. As for the LUMO energy (alpha / beta): -6.0 / -9.0 eV. The calculation puts the HOMO energy (alpha / beta) at -13.17 / -13.83 eV. The spin multiplicity is 3. The frontier orbital gap (alpha / beta) comes out at 7.135 / 4.881 eV.

Element x y z (Å)
Au (0.978, -0.256, -0.498)
F (7.018, -1.582, 3.545)
C (5.784, -1.393, 3.136)
C (4.739, -1.408, 4.051)
F (4.975, -1.615, 5.332)
C (3.444, -1.205, 3.606)
F (2.462, -1.210, 4.506)
C (3.147, -1.004, 2.257)
P (1.410, -0.726, 1.767)
C (0.480, -2.097, 2.478)
C (1.071, -3.319, 2.793)
C (0.307, -4.317, 3.374)
C (-1.049, -4.121, 3.594)
C (-1.651, -2.925, 3.228)
C (-0.890, -1.913, 2.671)
C (1.071, 0.801, 2.694)
C (0.478, 0.835, 3.954)
C (0.406, 2.039, 4.640)
C (0.897, 3.202, 4.067)
C (1.450, 3.179, 2.794)
C (1.544, 1.980, 2.110)
C (4.209, -0.980, 1.361)
Br (3.949, -0.681, -0.487)
C (5.512, -1.172, 1.794)
F (6.508, -1.147, 0.923)
H (2.124, -3.487, 2.607)
H (0.773, -5.251, 3.658)
H (-1.639, -4.906, 4.048)
H (-2.712, -2.779, 3.386)
H (-1.346, -0.967, 2.400)
H (0.096, -0.071, 4.404)
H (-0.023, 2.059, 5.633)
H (0.844, 4.135, 4.612)
H (1.803, 4.093, 2.336)
H (1.997, 1.947, 1.123)
Cl (-1.491, -2.201, -1.030)
C (-2.898, -1.428, -0.380)
C (-4.013, -2.206, -0.127)
C (-5.180, -1.604, 0.317)
C (-5.231, -0.231, 0.500)
C (-4.107, 0.544, 0.279)
C (-2.915, -0.038, -0.167)
P (-1.430, 0.982, -0.434)
C (-1.883, 2.607, 0.198)
C (-1.885, 3.737, -0.622)
C (-2.292, 4.955, -0.104)
C (-2.684, 5.055, 1.224)
C (-2.677, 3.930, 2.039)
C (-2.264, 2.711, 1.536)
C (-1.338, 1.202, -2.245)
C (0.008, 1.553, -2.729)
C (0.252, 1.334, -4.220)
C (-0.909, 1.024, -5.045)
C (-2.138, 0.814, -4.504)
C (-2.339, 0.843, -3.089)
H (-3.975, -3.274, -0.293)
H (-6.057, -2.207, 0.503)
H (-6.153, 0.243, 0.808)
H (-4.156, 1.613, 0.424)
H (-1.612, 3.662, -1.666)
H (-2.317, 5.828, -0.742)
H (-3.000, 6.008, 1.625)
H (-2.994, 4.006, 3.071)
H (-2.248, 1.833, 2.170)
H (0.410, 2.463, -2.275)
H (0.930, 2.053, -4.684)
H (-0.746, 0.932, -6.113)
H (-2.988, 0.589, -5.135)
H (-3.310, 0.563, -2.699)
C (0.884, 0.291, -2.487)
C (1.075, 0.022, -3.768)
C (1.626, -0.956, -4.695)
C (2.844, -0.743, -5.343)
C (3.280, -1.634, -6.308)
C (2.501, -2.735, -6.639)
C (1.303, -2.971, -5.973)
C (0.852, -2.074, -5.023)
H (3.443, 0.122, -5.085)
H (4.216, -1.465, -6.822)
H (2.814, -3.407, -7.426)
H (0.717, -3.849, -6.208)
H (-0.092, -2.231, -4.513)

(3)
ORCA calculation (ωB97M-V/def2-TZVPD) on C44H30BrClF4HfO2P2 as an isolated structure in a non-equilibrium geometry.

For the energy above the lowest of the compared OMol25 structures with the same formula, charge and spin, the calculation gives 15.470 eV. Its charge is +2. As for the LUMO energy: -6.7 eV. The calculation puts the HOMO energy at -13.27 eV. The frontier orbital gap comes out at 6.533 eV.

Element x y z (Å)
Hf (-1.351, 0.947, 0.881)
F (2.356, 6.926, -0.331)
C (2.086, 5.654, -0.522)
C (3.108, 4.746, -0.741)
F (4.360, 5.153, -0.767)
C (2.803, 3.404, -0.928)
F (3.819, 2.576, -1.149)
C (1.502, 2.927, -0.900)
P (1.052, 1.179, -1.217)
C (1.884, 0.365, 0.238)
C (0.735, 0.232, 0.917)
C (2.744, -0.507, 3.963)
C (3.612, -0.458, 3.021)
C (3.975, -0.103, 1.662)
C (3.300, 0.246, 0.556)
C (1.892, 0.797, -2.768)
C (1.505, 1.529, -3.892)
C (2.111, 1.286, -5.113)
C (3.090, 0.304, -5.218)
C (3.455, -0.440, -4.106)
C (2.856, -0.197, -2.878)
C (0.493, 3.874, -0.703)
Br (-1.348, 3.394, -0.742)
C (0.768, 5.212, -0.509)
F (-0.201, 6.092, -0.301)
H (-0.078, -0.721, 2.909)
H (1.374, 1.726, 2.571)
H (4.445, -0.849, 3.655)
H (5.047, -0.149, 1.510)
H (3.943, 0.420, -0.295)
H (0.734, 2.289, -3.816)
H (1.822, 1.860, -5.982)
H (3.566, 0.119, -6.171)
H (4.210, -1.211, -4.193)
H (3.131, -0.799, -2.021)
O (-3.315, 0.237, 1.529)
C (-3.494, -0.050, 0.306)
O (-2.963, 0.764, -0.534)
C (-3.959, -1.383, -0.139)
C (-5.278, -1.796, -0.212)
C (-5.543, -3.087, -0.646)
C (-4.504, -3.948, -0.981)
C (-3.184, -3.535, -0.874)
C (-2.902, -2.243, -0.449)
P (-1.209, -1.632, -0.153)
C (-0.428, -1.861, -1.770)
C (0.571, -2.783, -2.071)
C (1.023, -2.909, -3.379)
C (0.489, -2.119, -4.384)
C (-0.510, -1.200, -4.088)
C (-0.969, -1.070, -2.789)
C (-0.607, -2.680, 1.199)
C (-1.507, -2.840, 2.257)
C (-1.133, -3.537, 3.394)
C (0.149, -4.059, 3.500)
C (1.056, -3.880, 2.466)
C (0.684, -3.192, 1.318)
H (-6.084, -1.122, 0.047)
H (-6.567, -3.424, -0.724)
H (-4.725, -4.952, -1.317)
H (-2.378, -4.218, -1.114)
H (0.987, -3.429, -1.314)
H (1.792, -3.635, -3.609)
H (0.841, -2.225, -5.401)
H (-0.937, -0.589, -4.872)
H (-1.759, -0.360, -2.566)
H (-2.515, -2.447, 2.184)
H (-1.846, -3.677, 4.195)
H (0.439, -4.605, 4.387)
H (2.059, -4.276, 2.548)
H (1.421, -3.040, 0.543)
Cl (0.722, 0.476, 2.820)
C (-0.845, 1.355, 3.168)
C (-1.565, 1.010, 4.364)
C (-2.759, 1.605, 4.561)
C (-3.229, 2.566, 3.602)
C (-2.421, 3.083, 2.648)
C (-0.988, 2.724, 2.630)
C (-0.031, 3.653, 2.412)
H (-1.180, 0.248, 5.032)
H (-3.360, 1.350, 5.421)
H (-4.250, 2.918, 3.673)
H (-2.767, 3.857, 1.973)
H (-0.349, 4.647, 2.114)
H (1.030, 3.487, 2.478)

(4)
ORCA calculation (ωB97M-V/def2-TZVPD) on C44H32BF6NO7P2RuS3 as an isolated structure in a non-equilibrium geometry.

For the energy above the lowest of the compared OMol25 structures with the same formula, charge and spin, the calculation gives 5.435 eV. Its charge is +1. As for the LUMO energy (alpha / beta): -3.9 / -3.9 eV. The calculation puts the HOMO energy (alpha / beta) at -10.35 / -11.15 eV. The spin multiplicity is 2. The frontier orbital gap (alpha / beta) comes out at 6.459 / 7.259 eV.

Element x y z (Å)
Ru (0.710, 0.080, 0.146)
O (0.654, -2.493, 2.676)
S (-0.104, -1.472, 1.958)
C (-0.960, -0.475, 3.177)
C (-1.169, -1.034, 4.428)
C (-1.910, -0.326, 5.358)
C (-2.428, 0.923, 5.029)
C (-2.153, 1.491, 3.796)
C (-1.392, 0.795, 2.859)
P (-0.667, 1.615, 1.411)
C (0.472, 2.734, 2.274)
C (0.039, 3.881, 2.941)
C (0.953, 4.661, 3.627)
C (2.303, 4.321, 3.634)
C (2.739, 3.189, 2.968)
C (1.816, 2.388, 2.309)
C (-1.950, 2.697, 0.748)
C (-3.298, 2.352, 0.812)
C (-4.252, 3.207, 0.283)
C (-3.863, 4.391, -0.330)
C (-2.517, 4.722, -0.422)
C (-1.557, 3.875, 0.113)
C (-1.566, -2.290, 1.305)
C (-2.233, -3.157, 2.159)
C (-3.366, -3.808, 1.709)
C (-3.816, -3.585, 0.412)
C (-3.114, -2.753, -0.441)
C (-1.960, -2.102, -0.005)
P (-0.899, -1.125, -1.120)
C (0.106, -2.404, -1.916)
C (0.892, -3.201, -1.076)
C (1.719, -4.172, -1.609)
C (1.769, -4.359, -2.984)
C (1.017, -3.551, -3.823)
C (0.197, -2.562, -3.297)
C (-2.049, -0.432, -2.331)
C (-2.400, 0.905, -2.187)
C (-3.384, 1.464, -2.989)
C (-4.023, 0.688, -3.943)
C (-3.662, -0.642, -4.110)
C (-2.678, -1.203, -3.314)
H (-0.724, -1.992, 4.664)
H (-2.076, -0.743, 6.342)
H (-3.014, 1.474, 5.753)
H (-2.515, 2.485, 3.568)
H (-1.003, 4.176, 2.919)
H (0.613, 5.540, 4.160)
H (3.015, 4.946, 4.158)
H (3.788, 2.925, 2.941)
H (2.155, 1.492, 1.806)
H (-3.601, 1.424, 1.283)
H (-5.301, 2.952, 0.354)
H (-4.611, 5.054, -0.745)
H (-2.213, 5.643, -0.901)
H (-0.506, 4.130, 0.045)
H (-1.857, -3.324, 3.159)
H (-3.897, -4.483, 2.366)
H (-4.713, -4.077, 0.057)
H (-3.472, -2.610, -1.451)
H (0.858, -3.070, -0.001)
H (2.332, -4.773, -0.950)
H (2.403, -5.129, -3.403)
H (1.076, -3.679, -4.896)
H (-0.351, -1.912, -3.964)
H (-1.895, 1.507, -1.454)
H (-3.648, 2.504, -2.868)
H (-4.797, 1.118, -4.565)
H (-4.152, -1.250, -4.860)
H (-2.410, -2.241, -3.459)
F (3.755, -2.366, 1.186)
C (4.024, -1.166, 1.686)
F (2.932, -0.718, 2.351)
F (5.014, -1.236, 2.553)
S (4.118, 0.414, 0.068)
O (2.760, -0.073, -0.458)
O (5.198, -0.005, -0.782)
N (3.785, 2.172, -0.363)
S (3.199, 2.469, -1.698)
O (3.783, 2.176, -2.964)
O (1.585, 2.063, -1.844)
C (2.876, 4.296, -1.625)
F (1.907, 4.560, -0.748)
F (2.492, 4.717, -2.824)
F (3.977, 4.919, -1.260)
O (0.042, 1.998, -3.717)
B (1.148, 1.512, -3.060)
O (1.751, 0.469, -3.719)
C (1.036, 0.345, -4.892)
C (1.255, -0.512, -5.944)
C (0.357, -0.427, -7.006)
C (-0.686, 0.494, -7.007)
C (-0.883, 1.369, -5.941)
C (-0.004, 1.259, -4.891)
H (2.083, -1.207, -5.937)
H (0.481, -1.093, -7.850)
H (-1.350, 0.541, -7.860)
H (-1.670, 2.112, -5.942)